{"formula": "C20H41FN5O3", "method": "wB97M-V/def2-TZVPD", "homo_energy_ev": -11.2, "smiles": "CCCCN(CCCN)c1nc(F)n(CCCCCCCCCOC)[n+]1COO", "orbital_gap_ev": 8.9, "e_tot_ev": -37705.7932, "relative_energy_kcal_mol": 27.14, "charge": 1, "elements": ["C", "C", "C", "C", "N", "C", "C", "C", "N", "C", "N", "C", "F", "N", "C", "C", "C", "C", "C", "C", "C", "C", "C", "O", "C", "N", "C", "O", "O", "H", "H", "H", "H", "H", "H", "H", "H", "H", "H", "H", "H", "H", "H", "H", "H", "H", "H", "H", "H", "H", "H", "H", "H", "H", "H", "H", "H", "H", "H", "H", "H", "H", "H", "H", "H", "H", "H", "H", "H", "H"], "coordinates": [[8.36666, 0.46152, -0.15734], [7.07512, 1.17764, 0.28974], [5.87568, 0.97907, -0.65296], [4.93490, -0.09901, -0.12123], [3.74473, -0.28196, -0.95772], [3.89221, -1.12886, -2.15853], [3.28317, -2.52938, -1.99749], [2.39162, -2.95207, -3.16718], [1.50087, -4.02475, -2.73838], [2.55932, 0.24690, -0.74967], [1.53294, 0.06503, -1.62264], [0.55659, 0.74662, -1.10225], [-0.64139, 0.85605, -1.64416], [0.81825, 1.37093, 0.02658], [-0.04558, 2.19876, 0.85604], [-0.75364, 1.44071, 1.98920], [-2.21898, 1.85369, 2.12013], [-3.10117, 1.33741, 0.98122], [-4.59415, 1.31351, 1.32069], [-5.38853, 0.37585, 0.41515], [-6.89037, 0.62386, 0.45518], [-7.69366, -0.29686, -0.47398], [-8.25934, -1.52205, 0.23699], [-7.30460, -2.09218, 1.11854], [-6.80961, -3.34760, 0.71592], [2.14077, 1.00718, 0.30671], [2.77250, 1.47601, 1.50931], [3.68835, 2.47420, 1.12260], [4.10846, 2.99804, 2.40205], [8.63138, -0.35586, 0.51366], [9.21465, 1.14418, -0.17204], [8.27175, 0.04466, -1.16097], [6.80128, 0.79853, 1.27888], [7.26528, 2.24320, 0.40643], [5.32661, 1.90589, -0.81986], [6.23174, 0.65132, -1.63444], [4.65428, 0.07376, 0.91112], [5.45757, -1.05917, -0.13155], [4.96418, -1.18195, -2.34044], [3.44842, -0.60648, -3.00650], [2.70351, -2.56628, -1.07156], [4.08856, -3.25832, -1.89513], [1.87012, -2.06882, -3.56153], [3.01985, -3.34293, -3.96944], [0.88996, -4.30991, -3.49312], [0.90218, -3.68764, -1.99304], [0.55285, 3.02620, 1.23614], [-0.75946, 2.63807, 0.15801], [-0.70258, 0.36734, 1.78459], [-0.22994, 1.60889, 2.93274], [-2.28798, 2.94347, 2.19114], [-2.59590, 1.46114, 3.06798], [-2.78717, 0.31673, 0.72990], [-2.96875, 1.95500, 0.08759], [-5.01129, 2.32132, 1.22534], [-4.71823, 1.01845, 2.36644], [-5.19348, -0.66258, 0.69679], [-5.03854, 0.50272, -0.61814], [-7.07196, 1.66787, 0.18463], [-7.24294, 0.48268, 1.48063], [-7.05909, -0.61926, -1.30752], [-8.52537, 0.25405, -0.91965], [-8.58699, -2.26473, -0.49826], [-9.13627, -1.24974, 0.83160], [-6.22687, -3.75499, 1.54100], [-6.16233, -3.26370, -0.16617], [-7.62415, -4.04172, 0.48766], [3.25364, 0.66272, 2.05167], [2.00710, 1.90417, 2.15466], [4.83325, 3.57347, 2.11820]], "forces_ev_per_angstrom": [[-0.02, 0.01, 0.07], [0.05, -0.21, -0.06], [0.02, -0.14, -0.11], [0.21, -0.17, -0.14], [-0.01, -0.08, -0.01], [0.12, 0.02, -0.20], [0.15, -0.05, -0.06], [0.03, 0.05, -0.02], [0.02, 0.14, 0.07], [-0.18, -0.18, -0.06], [0.05, 0.05, 0.13], [-1.06, 0.08, -0.76], [0.94, -0.10, 0.44], [0.37, -0.10, -0.10], [-0.15, 0.20, 0.20], [0.03, 0.00, -0.11], [-0.07, -0.03, 0.09], [-0.07, -0.02, 0.10], [-0.03, 0.09, -0.03], [0.09, -0.04, -0.11], [-0.10, 0.01, 0.04], [0.11, -0.03, -0.07], [0.01, 0.04, -0.12], [-0.03, -0.10, 0.16], [0.03, 0.01, -0.09], [-0.11, 0.15, 0.39], [-0.07, 0.08, -0.12], [-0.08, 0.05, 0.33], [0.03, -0.04, -0.20], [-0.03, 0.00, -0.04], [0.00, 0.00, 0.00], [0.00, 0.02, 0.00], [-0.01, 0.19, 0.05], [0.01, 0.02, -0.01], [-0.05, -0.01, 0.14], [-0.01, 0.12, 0.01], [0.04, 0.11, -0.04], [-0.06, 0.01, 0.10], [-0.03, 0.00, -0.03], [-0.01, -0.01, 0.05], [-0.04, 0.03, -0.02], [-0.11, -0.05, 0.17], [-0.02, -0.03, 0.07], [-0.02, 0.06, -0.07], [0.05, -0.08, -0.04], [-0.05, -0.05, 0.00], [0.00, 0.05, -0.09], [-0.02, -0.12, 0.03], [-0.01, 0.01, 0.00], [0.02, 0.01, -0.02], [-0.03, 0.01, 0.06], [0.02, 0.01, -0.04], [0.00, 0.02, -0.03], [0.09, -0.14, -0.10], [0.07, 0.03, 0.10], [-0.09, -0.02, -0.01], [0.06, 0.01, -0.06], [-0.02, -0.03, 0.03], [-0.03, -0.01, 0.05], [-0.02, 0.13, 0.02], [0.00, 0.03, 0.04], [-0.02, -0.06, 0.00], [-0.03, 0.02, 0.03], [0.08, 0.07, 0.05], [0.00, 0.04, -0.01], [-0.02, -0.02, -0.02], [0.01, -0.03, 0.01], [0.05, 0.00, -0.05], [-0.01, -0.04, 0.03], [0.03, 0.01, 0.03]], "nbo_charge": [-0.615, -0.407, -0.408, -0.206, -0.362, -0.211, -0.424, -0.211, -0.822, 0.622, -0.528, 0.801, -0.250, -0.189, -0.243, -0.415, -0.395, -0.397, -0.390, -0.388, -0.395, -0.420, -0.059, -0.558, -0.244, -0.218, 0.075, -0.290, -0.437, 0.216, 0.226, 0.204, 0.199, 0.215, 0.216, 0.208, 0.202, 0.222, 0.218, 0.228, 0.202, 0.226, 0.166, 0.196, 0.367, 0.345, 0.233, 0.253, 0.211, 0.218, 0.207, 0.222, 0.191, 0.195, 0.200, 0.200, 0.210, 0.186, 0.199, 0.209, 0.193, 0.215, 0.174, 0.181, 0.192, 0.159, 0.172, 0.205, 0.215, 0.488]}

{"formula": "C20H41I2NO10S2", "method": "wB97M-V/def2-TZVPD", "homo_energy_ev": -8.4, "orbital_gap_ev": 8.1, "e_tot_ev": -81240.4775, "relative_energy_kcal_mol": 10.53, "charge": 0, "elements": ["C", "C", "O", "O", "C", "C", "C", "C", "C", "C", "C", "C", "N", "C", "O", "O", "C", "I", "C", "C", "I", "H", "H", "H", "H", "H", "H", "H", "H", "H", "H", "H", "H", "H", "H", "H", "H", "H", "H", "H", "H", "H", "H", "H", "H", "H", "O", "S", "O", "O", "C", "C", "C", "H", "H", "H", "H", "H", "H", "H", "H", "O", "S", "O", "O", "C", "C", "C", "H", "H", "H", "H", "H", "H", "H", "H"], "coordinates": [[-8.39325, 1.52700, -1.62927], [-8.09333, 1.21494, -3.07125], [-7.26353, 1.82610, -3.70900], [-8.86675, 0.23052, -3.58063], [-8.24589, -0.61624, -4.55578], [-8.08671, -2.05197, -4.04038], [-6.63138, -2.52600, -4.03861], [-5.97413, -2.45789, -2.65654], [-4.55675, -3.04413, -2.72012], [-3.68354, -2.72302, -1.51636], [-3.32147, -1.24830, -1.36095], [-2.37247, -0.71541, -2.42417], [-0.97931, -1.10740, -2.17044], [-0.76265, -2.43008, -2.66900], [-1.14024, -2.83909, -3.74001], [-0.09625, -3.22948, -1.78682], [-0.02746, -0.19887, -2.80962], [-0.08426, 1.69887, -1.77647], [1.41606, -0.79545, -2.83294], [1.77070, -1.33662, -4.21473], [2.89034, 0.72122, -2.38840], [-8.98648, 2.43783, -1.62700], [-8.93137, 0.72586, -1.14255], [-7.46032, 1.75955, -1.13252], [-8.88086, -0.60978, -5.43569], [-7.28310, -0.23094, -4.87205], [-8.63398, -2.69117, -4.72867], [-8.53321, -2.16657, -3.05827], [-6.56154, -3.56381, -4.35784], [-6.01073, -1.93055, -4.70452], [-6.57737, -3.02947, -1.95382], [-5.92324, -1.42301, -2.32254], [-4.11340, -2.68822, -3.65039], [-4.67094, -4.11955, -2.84330], [-2.80328, -3.36252, -1.55074], [-4.22689, -3.03580, -0.62384], [-4.22612, -0.64887, -1.39074], [-2.85075, -1.11424, -0.39035], [-2.70208, -0.99036, -3.42633], [-2.43054, 0.36737, -2.39094], [0.57994, -3.68492, -2.29815], [-0.32512, -0.01799, -3.84036], [1.55051, -1.52053, -2.04514], [1.46320, -0.65881, -5.00123], [1.36103, -2.33207, -4.37039], [2.84799, -1.44189, -4.27843], [3.44084, 0.56513, 4.87984], [4.21700, -0.04139, 3.84243], [5.35000, 0.63302, 3.28897], [3.25516, -0.48401, 2.66155], [2.35107, 0.51026, 2.12487], [3.04255, 1.46490, 1.17485], [4.70881, -1.65546, 4.34083], [1.86193, 1.04032, 2.94314], [1.58409, -0.05615, 1.59926], [3.75050, 2.10568, 1.70132], [2.30624, 2.10089, 0.68361], [3.59591, 0.91430, 0.41727], [3.83645, -2.19005, 4.70508], [5.44194, -1.53620, 5.13525], [5.15319, -2.16279, 3.48923], [8.08041, 4.36157, 7.95627], [8.67771, 4.50012, 6.66354], [8.25584, 5.54511, 5.78532], [8.59159, 3.10686, 5.90787], [7.29701, 2.46362, 5.82642], [6.41135, 3.05965, 4.75638], [10.42955, 4.55404, 6.82268], [6.81529, 2.48894, 6.80489], [7.51283, 1.42171, 5.59600], [6.11125, 4.07577, 5.01431], [5.51734, 2.45835, 4.63390], [6.93484, 3.10519, 3.80209], [10.74976, 3.72693, 7.44932], [10.67891, 5.50445, 7.28840], [10.87158, 4.49100, 5.83241]], "forces_ev_per_angstrom": [[-0.18, 0.15, -0.48], [0.46, 0.70, -0.30], [-0.39, -0.72, 0.32], [0.55, -0.10, 0.52], [-0.27, -0.31, -0.42], [0.26, 0.02, -0.78], [0.13, -0.07, 0.95], [0.39, -0.13, -0.40], [-0.56, 0.27, -0.17], [-0.35, -0.26, 0.02], [0.33, -0.50, -0.22], [-0.57, 0.49, 0.13], [-0.19, -0.42, -0.21], [-0.30, -0.60, -0.44], [0.32, 0.33, 0.63], [0.32, 1.02, -0.09], [0.66, -0.32, 0.55], [-1.49, 0.21, 0.13], [-0.15, 1.10, -0.44], [0.48, -0.41, 0.45], [1.23, -0.72, -0.49], [-0.18, 0.07, 0.15], [-0.08, -0.08, 0.12], [0.15, -0.05, 0.12], [-0.18, 0.10, -0.06], [0.08, 0.39, 0.18], [-0.25, -0.14, 0.08], [-0.11, 0.06, 0.15], [-0.06, -0.11, -0.23], [-0.08, 0.01, -0.36], [-0.08, 0.06, 0.26], [-0.19, 0.16, 0.12], [0.32, 0.03, -0.03], [0.20, -0.20, 0.05], [0.22, 0.06, 0.08], [-0.03, -0.03, 0.16], [-0.13, 0.13, 0.08], [0.01, 0.21, 0.15], [0.11, -0.17, -0.16], [0.21, 0.12, 0.06], [-0.17, -0.73, -0.10], [-0.07, 0.38, -0.08], [-0.02, -0.05, 0.19], [-0.17, 0.06, -0.13], [-0.34, 0.00, -0.20], [0.14, -0.07, -0.12], [0.09, 0.28, 0.02], [-0.10, -0.68, -0.31], [0.03, 0.07, 0.07], [-0.01, -0.05, 0.11], [-0.36, 0.39, -0.29], [0.33, 0.07, 0.29], [-0.03, -0.06, 0.03], [0.10, -0.07, 0.10], [0.09, -0.17, 0.05], [-0.04, 0.00, 0.04], [-0.06, -0.07, -0.02], [-0.07, 0.00, 0.06], [-0.01, 0.01, 0.01], [0.00, 0.05, 0.00], [0.01, 0.02, -0.02], [-0.13, 0.11, 0.06], [0.22, -0.30, -0.17], [-0.09, 0.15, 0.07], [0.11, 0.04, 0.04], [-0.53, -0.27, -0.09], [0.09, 0.53, 0.09], [0.06, -0.03, 0.01], [0.11, 0.11, 0.05], [0.21, 0.04, -0.01], [0.04, 0.00, 0.05], [0.04, -0.02, 0.07], [-0.01, -0.12, -0.02], [-0.01, -0.01, 0.01], [-0.05, 0.02, 0.00], [-0.02, 0.01, -0.02]], "mulliken_charge": [-1.031, 0.777, -0.578, -0.395, -0.672, -0.675, -0.816, -0.135, -0.705, -0.795, -1.029, -0.746, 0.468, -0.076, -0.489, -0.450, -0.433, 0.079, -0.403, -1.223, 0.060, 0.333, 0.300, 0.313, 0.358, 0.424, 0.344, 0.432, 0.385, 0.394, 0.248, 0.069, 0.303, 0.463, 0.258, 0.455, 0.331, 0.398, 0.305, 0.671, 0.425, 0.401, 0.566, 0.363, 0.311, 0.467, -0.675, 1.351, -0.586, -0.313, -0.400, -0.618, -1.080, 0.332, 0.276, 0.279, 0.312, 0.039, 0.331, 0.368, 0.332, -0.645, 1.222, -0.608, -0.284, -0.386, -0.688, -0.933, 0.350, 0.205, 0.398, 0.115, 0.263, 0.310, 0.368, 0.313]}

{"formula": "C20H41IrN2P3Se", "method": "wB97M-V/def2-TZVPD", "homo_energy_ev": [-19.5, -20.8], "spin_multiplicity": 6, "orbital_gap_ev": [8.6, 4.9], "e_tot_ev": -120390.9968, "relative_energy_kcal_mol": 23.10, "charge": 4, "s2": 8.783, "elements": ["Ir", "P", "P", "P", "H", "C", "C", "H", "C", "C", "C", "C", "C", "C", "C", "C", "C", "H", "H", "H", "H", "H", "H", "H", "H", "H", "H", "H", "H", "H", "H", "H", "H", "H", "H", "H", "H", "H", "H", "H", "H", "H", "H", "H", "H", "H", "C", "C", "C", "C", "C", "C", "Se", "H", "H", "H", "H", "H", "H", "N", "C", "C", "C", "N", "H", "H", "H", "H"], "coordinates": [[-0.33761, 0.53598, 0.26643], [-0.77694, 2.87592, 0.50676], [-2.52696, -0.02388, -0.50381], [0.53834, 0.60071, -1.75242], [2.45392, -0.21277, 2.40717], [2.36722, 0.19966, 1.40228], [1.29805, 1.16827, 1.25136], [0.91058, 1.41895, 2.29154], [-1.06489, 3.29347, 2.27256], [-2.25200, 3.54037, -0.34966], [0.46378, 4.15764, 0.01511], [-2.57126, -1.83415, -0.71454], [-3.98061, 0.31661, 0.55615], [-3.16191, 0.60838, -2.12202], [2.35953, 0.78381, -1.86544], [-0.06515, 1.85071, -2.93216], [0.34327, -1.01505, -2.59408], [3.32675, 0.49804, 0.95985], [1.66917, 2.13348, 0.86090], [-0.39449, 2.71786, 2.92009], [-2.11637, 3.09374, 2.51743], [-0.86947, 4.36576, 2.40694], [-3.10905, 2.86934, -0.20970], [-2.03339, 3.68572, -1.41911], [-2.46685, 4.52860, 0.08339], [1.48892, 3.91093, 0.34357], [0.16202, 5.11121, 0.49684], [0.45154, 4.31387, -1.07150], [-3.59410, -2.17315, -0.93596], [-2.22082, -2.31350, 0.20870], [-1.89097, -2.13421, -1.51615], [-4.90929, 0.07563, 0.02194], [-4.01082, 1.36718, 0.85327], [-3.93001, -0.29354, 1.46076], [-4.21224, 0.29318, -2.25351], [-2.59009, 0.20888, -2.96733], [-3.11137, 1.70704, -2.15927], [2.64456, 0.44410, -2.87678], [2.88153, 0.17018, -1.12624], [2.64586, 1.83808, -1.78026], [0.55545, 1.84460, -3.84294], [-0.00745, 2.86914, -2.51860], [-1.10700, 1.65281, -3.23156], [0.99094, -1.04228, -3.48400], [-0.68526, -1.15862, -2.92520], [0.61485, -1.81363, -1.89021], [2.31054, -4.15877, -0.04181], [2.91155, -3.18331, 0.77112], [4.17007, -2.70067, 0.44187], [4.86163, -3.24871, -0.64524], [4.32505, -4.31200, -1.38271], [3.02204, -4.74792, -1.10890], [0.45201, -4.48755, 0.22447], [0.18377, -4.24740, -1.20283], [2.35504, -2.71232, 1.57653], [4.61240, -1.89679, 1.02493], [5.82099, -2.79335, -0.90201], [4.92683, -4.79819, -2.15237], [2.57139, -5.52109, -1.74420], [-1.94546, -0.05897, 2.90699], [-1.92031, -0.81887, 4.02714], [-0.81830, -1.63855, 3.90813], [-0.21535, -1.36199, 2.67335], [-0.90462, -0.35552, 2.09317], [-2.53529, 0.75955, 2.75274], [-2.58255, -0.62729, 4.85814], [-0.43802, -2.33082, 4.63600], [0.66665, -1.79452, 2.22493]], "forces_ev_per_angstrom": [[-0.55, -1.74, 2.56], [-1.02, 2.89, 0.26], [-2.85, 0.48, -1.39], [1.77, -0.43, -3.81], [0.05, -0.32, -0.27], [1.87, -0.47, 0.68], [-0.42, 2.93, 1.41], [0.45, -0.25, -1.06], [-0.04, -0.30, -0.13], [0.13, -0.20, 0.02], [0.39, -0.25, 0.00], [0.64, -0.32, 0.37], [0.35, -0.06, 0.42], [0.30, 0.10, 0.03], [0.00, 0.12, -0.02], [-0.41, 0.25, -0.16], [-0.16, -0.05, -0.08], [-0.37, -0.38, 0.06], [0.14, -0.64, 0.07], [-0.27, 0.28, 0.02], [0.23, 0.06, 0.08], [-0.11, -0.26, 0.02], [0.16, 0.46, -0.13], [-0.17, -0.13, 0.34], [-0.03, -0.26, -0.08], [-0.48, 0.31, -0.18], [0.07, -0.57, -0.22], [0.07, -0.06, 0.31], [0.19, 0.26, 0.01], [-0.21, 0.04, -0.11], [-0.27, 0.02, 0.05], [0.31, 0.03, 0.02], [-0.12, -0.04, -0.06], [-0.17, -0.02, -0.18], [0.42, 0.08, 0.20], [-0.12, 0.01, 0.20], [-0.14, -0.42, 0.02], [-0.16, 0.15, 0.37], [-0.09, 0.14, -0.16], [0.01, -0.18, 0.16], [-0.08, -0.17, 0.32], [0.02, -0.42, -0.08], [0.51, 0.11, 0.14], [-0.16, 0.02, 0.32], [0.05, -0.02, -0.01], [0.04, 0.16, -0.26], [-0.94, -0.17, -0.26], [0.87, 0.79, 0.35], [-0.88, -0.10, 0.48], [0.41, 0.33, 0.08], [-0.88, -0.66, 0.05], [0.98, -0.02, -0.95], [1.04, 0.36, -0.18], [-0.13, -0.59, -0.06], [0.21, -0.33, 0.00], [-0.03, -0.18, -0.11], [-0.15, -0.44, -0.03], [-0.30, 0.19, 0.10], [0.18, 0.27, 0.42], [-0.26, -0.07, 0.55], [0.51, 0.89, -0.61], [0.95, -0.72, -0.37], [-1.16, 0.28, 1.32], [0.03, -0.15, -0.82], [0.36, -0.44, -0.04], [-0.17, -0.16, -0.06], [-0.15, -0.17, 0.15], [-0.25, 0.14, -0.06]], "nbo_charge": [0.720, 1.014, 1.053, 1.067, 0.210, -0.310, -0.715, 0.273, -0.941, -0.953, -0.932, -0.945, -0.955, -0.949, -0.937, -0.966, -0.930, 0.220, 0.263, 0.250, 0.253, 0.297, 0.240, 0.269, 0.297, 0.259, 0.298, 0.264, 0.307, 0.254, 0.253, 0.303, 0.252, 0.258, 0.297, 0.255, 0.265, 0.286, 0.258, 0.276, 0.304, 0.258, 0.270, 0.291, 0.253, 0.240, -0.133, -0.198, -0.193, -0.026, -0.160, -0.185, 0.506, 0.108, 0.216, 0.254, 0.268, 0.285, 0.273, -0.330, 0.089, -0.273, 0.007, -0.372, 0.447, 0.294, 0.293, 0.240]}

Question: Which formula does entry 2 have?
Answer: C20H41I2NO10S2